Computed, not measured: a structure of composition C35H30BrFMgN4O5 in a non-equilibrium geometry, with ωB97M-V with the def2-TZVPD basis set.

Last column: Löwdin charge in e.
Positions of all 77 atoms, in Å:
Br1 3.029 -5.106 -3.150  0.599
Mg1 0.976 0.912 -3.112  0.743
F1 -0.701 -3.363 1.335  0.041
O1 3.200 3.673 -1.117  0.036
O2 2.385 2.369 -2.758  -0.097
O3 1.884 0.168 -6.756  0.020
O4 1.097 -0.288 -4.648  -0.076
O5 1.908 -0.222 -1.697  0.009
N1 1.154 1.884 1.765  0.008
N2 -1.592 -1.720 3.384  -0.088
N3 -3.366 -2.363 5.345  0.045
N4 1.614 2.778 -6.633  0.040
C1 1.164 -0.295 0.579  -0.001
C2 -2.497 -0.793 -1.106  -0.101
C3 0.648 2.695 2.813  -0.282
C4 3.178 -3.773 -4.614  -0.600
C5 -3.544 -1.117 4.551  -0.124
C6 -1.431 4.097 -0.194  -0.116
C7 1.699 3.564 3.481  -0.034
C8 3.967 -4.137 -5.672  -0.144
C9 -2.305 3.695 0.831  -0.124
C10 2.663 2.646 -1.505  -0.597
C11 0.727 -1.634 0.465  0.098
C12 2.044 1.769 -0.454  -0.023
C13 -0.145 -0.002 2.600  0.047
C14 -1.499 -0.393 -2.062  -0.126
C15 1.756 2.447 0.733  0.037
C16 0.712 0.503 1.645  -0.071
C17 2.587 -1.716 -5.599  -0.119
C18 3.417 -2.030 -6.663  -0.031
C19 2.482 -2.586 -4.520  -0.045
C20 -2.697 2.360 0.912  -0.053
C21 -2.012 -2.989 5.372  -0.101
C22 -1.491 -3.057 3.940  -0.147
C23 1.733 0.373 -0.643  -0.320
C24 -0.184 -2.078 1.365  -0.156
C25 -2.952 -1.174 3.228  -0.150
C26 -0.668 -1.245 2.407  -0.162
C27 1.123 2.307 4.230  -0.064
C28 -1.522 1.830 -1.151  -0.195
C29 1.631 3.928 -6.448  -0.117
C30 -2.346 1.396 -0.122  -0.203
C31 4.085 -3.198 -6.699  -0.089
C32 1.787 -0.461 -5.702  -0.557
C33 -2.851 0.092 -0.175  -0.109
C34 -1.107 3.227 -1.170  -0.025
C35 -0.981 0.879 -2.071  -0.102
H1 -0.399 3.016 2.645  0.141
H2 -3.997 -3.100 5.034  0.180
H3 -3.243 -0.265 5.137  0.135
H4 -1.102 5.150 -0.306  0.118
H5 -0.406 -3.358 3.914  0.161
H6 0.506 2.557 5.083  0.094
H7 -3.265 2.133 1.849  0.097
H8 4.421 -5.131 -5.824  0.110
H9 1.741 1.768 -6.634  -0.015
H10 -0.421 3.587 -1.939  0.121
H11 3.408 -1.305 -7.495  0.132
H12 -2.547 4.385 1.664  0.103
H13 1.072 -2.289 -0.244  0.119
H14 1.835 -2.243 -3.739  0.103
H15 -2.874 -1.790 -1.036  0.091
H16 -3.562 -2.274 6.321  0.166
H17 -3.617 -0.221 0.622  0.113
H18 -2.925 -0.171 2.786  0.121
H19 -1.403 -2.378 6.059  0.145
H20 2.608 3.449 2.981  0.082
H21 -4.691 -1.009 4.602  0.170
H22 -0.373 0.568 3.491  0.119
H23 1.368 4.563 3.826  0.120
H24 1.856 3.530 0.779  0.157
H25 -1.141 -1.243 -2.700  0.108
H26 -2.249 -3.996 5.839  0.156
H27 -2.106 -3.841 3.388  0.145
H28 1.638 1.400 4.295  0.078
H29 4.712 -3.552 -7.533  0.114
H30 -3.603 -1.794 2.596  0.138

## Properties
Multiplicity = 1
Max |F| = 4.551 eV/A
Highest occupied orbital energy = -7.55 eV
Charge = 0
Gap between HOMO and LUMO = 5.51 eV